No. 1
ORCA calculation (ωB97M-V with the def2-TZVPD basis set) on the molecule C18H13ClFN3OS.

Geometry (Å):
O -3.45 -1.07 2.22
C -3.03 -0.45 1.27
C -3.74 0.50 0.39
C -5.06 0.95 0.38
C -5.39 1.87 -0.60
C -4.43 2.29 -1.50
N -3.17 1.86 -1.50
C -2.86 0.99 -0.57
C -1.50 0.36 -0.36
N -0.46 1.33 -0.15
C 0.88 1.07 -0.34
C 1.35 0.19 -1.33
C 2.70 0.01 -1.51
C 3.61 0.69 -0.72
F 4.93 0.49 -0.91
C 3.17 1.57 0.25
Cl 4.30 2.43 1.23
C 1.81 1.76 0.44
N -1.75 -0.48 0.80
C -0.72 -1.29 1.41
C -0.13 -2.27 0.44
C -0.76 -2.95 -0.56
C 0.12 -3.79 -1.29
C 1.40 -3.72 -0.84
S 1.56 -2.64 0.49
H -5.77 0.59 1.11
H -6.40 2.26 -0.66
H -4.66 3.01 -2.28
H -1.23 -0.26 -1.23
H -0.66 1.98 0.60
H 0.66 -0.34 -1.96
H 3.07 -0.67 -2.26
H 1.47 2.44 1.20
H -1.20 -1.81 2.24
H 0.08 -0.66 1.81
H -1.81 -2.87 -0.76
H -0.19 -4.40 -2.11
H 2.26 -4.25 -1.19

Output
energy relative to the best compared isomer or geometry (same formula, charge and spin) = 0.0 kcal per mole
structure (SMILES) = O=C1c2cccnc2[C@@H](Nc2ccc(F)c(Cl)c2)N1Cc1cccs1
frontier orbital gap = 8.5 eV


No. 2
ORCA calculation (ωB97M-V with the def2-TZVPD basis set) on a structure of composition C18H14BrF4N2PRbSe2Te2.

Geometry (Å):
Rb -0.79 0.66 -3.47
F 2.20 -5.42 1.25
C 1.59 -4.27 0.95
C 1.21 -3.40 1.97
F 1.47 -3.71 3.24
C 0.58 -2.21 1.64
F 0.26 -1.41 2.66
C 0.30 -1.84 0.34
P -0.61 -0.29 -0.07
C -2.09 -0.47 0.98
C -2.23 -0.08 2.30
C -3.44 -0.27 2.97
C -4.51 -0.87 2.32
C -4.38 -1.26 0.99
C -3.19 -1.05 0.33
C 0.41 0.98 0.76
C 1.80 0.85 0.78
C 2.59 1.88 1.25
C 2.01 3.07 1.68
C 0.63 3.21 1.63
C -0.16 2.18 1.17
C 0.70 -2.72 -0.67
Br 0.50 -2.33 -2.50
C 1.34 -3.92 -0.36
F 1.73 -4.77 -1.32
H -1.40 0.38 2.82
H -3.53 0.04 4.00
H -5.45 -1.01 2.84
H -5.22 -1.71 0.47
H -3.09 -1.33 -0.72
H 2.27 -0.05 0.40
H 3.67 1.77 1.25
H 2.63 3.88 2.03
H 0.17 4.14 1.93
H -1.23 2.32 1.10
Se 1.03 0.75 -6.13
Te -0.66 2.39 -6.96
Te -0.84 4.57 -5.29
Se -1.26 3.84 -2.94
N 2.95 0.66 -2.39
N 1.81 1.52 -2.51
H 3.80 1.18 -2.60
H 2.86 -0.05 -3.11
H 1.86 2.13 -3.33
H 1.73 2.08 -1.67

Output
energy relative to the best compared isomer or geometry (same formula, charge and spin) = 7.3 kcal per mole
frontier orbital gap = 4.6 eV
total charge = -1


No. 3
ORCA calculation (ωB97M-V with the def2-TZVPD basis set) on a structure of composition C18H14ClCoIN5O9Se.

Geometry (Å):
Co -1.25 1.40 -0.21
O -1.55 0.68 -6.32
C -1.55 0.82 -4.97
C -2.43 1.67 -4.30
C -2.30 1.78 -2.94
N -1.37 1.11 -2.28
C -0.64 0.18 -2.88
C -0.67 0.01 -4.25
C -0.06 -0.80 -1.90
O 0.61 -1.77 -2.28
O -0.42 -0.57 -0.68
C -3.30 2.46 -2.00
O -4.18 3.15 -2.48
O -3.09 2.15 -0.76
H -2.21 1.26 -6.71
H -3.22 2.21 -4.81
H -0.08 -0.76 -4.73
O 1.32 1.87 2.71
Cl 0.85 1.01 1.67
O 1.54 -0.24 1.67
O 0.97 1.66 0.36
O -0.61 0.76 1.84
I -2.04 7.45 1.37
C -1.95 5.39 1.37
C -2.68 4.54 2.16
N -2.28 3.30 1.83
N -1.34 3.29 0.88
C -1.13 4.57 0.59
H -3.43 4.73 2.91
H -2.59 2.42 2.21
H -0.39 4.85 -0.15
C 0.27 -2.95 3.52
N 0.90 -3.01 2.21
C 0.31 -2.70 1.04
Se -1.51 -2.38 0.78
N 1.22 -2.75 0.07
C 2.45 -3.08 0.61
C 3.70 -3.27 0.03
C 4.72 -3.66 0.88
C 4.51 -3.85 2.25
C 3.27 -3.65 2.83
C 2.24 -3.26 1.97
H -0.64 -2.36 3.45
H 0.95 -2.45 4.21
H 0.04 -3.94 3.89
H 1.03 -2.35 -0.88
H 3.85 -3.13 -1.03
H 5.70 -3.84 0.46
H 5.34 -4.15 2.88
H 3.11 -3.79 3.89

Output
energy relative to the best compared isomer or geometry (same formula, charge and spin) = 12.9 kcal per mole
2S+1 = 5
frontier orbital gap (spin up / spin down) = 9.1 / 6.5 eV


Number 1: energy -1891.511278 Ha. Number 2: energy -9481.743404 Ha. Number 3: energy -6187.184921 Ha.